# 1
The following is a DFT calculation (the ωB97M-V functional and the def2-TZVPD basis) of 2 unconnected molecules or ions with the total composition C4H13N4O in a non-equilibrium geometry.

Geometry (Å):
C1 2.439 -0.416 -2.032
C2 2.343 -1.462 -0.954
O1 3.242 -2.337 -0.853
N1 1.346 -1.468 -0.088
H1 1.327 -2.212 0.600
H2 0.623 -0.769 -0.128
H3 1.620 -0.591 -2.730
H4 3.391 -0.512 -2.552
H5 2.399 0.569 -1.569
C3 -2.349 -0.233 -0.620
C4 -1.608 1.409 1.093
N2 -0.414 0.787 1.354
N3 -2.479 0.953 0.216
N4 -1.900 2.512 1.774
H6 -0.479 -0.202 1.542
H7 0.202 1.261 2.000
H8 -3.325 1.491 0.099
H9 -2.796 2.962 1.662
H10 -1.289 2.886 2.481
H11 -3.115 -0.953 -0.334
H12 -1.400 -0.734 -0.457
H13 -2.468 0.009 -1.672

Values from the calculation:
Charge ... +2
2S+1 ... 2
Gap between HOMO and LUMO (alpha / beta) ... 0.4065 / 0.2372 hartree
Strongest force on any atom ... 1.2 eV/A
Energy above the lowest of the compared OMol25 structures with the same formula, charge and spin ... 0.0 kJ/mol
HOMO (alpha / beta) ... -18.094 / -18.093 eV

Here are the Löwdin charges for atoms 1 to 5, given in e:
1. C 0.0858
2. C -0.3883
3. O 0.3868
4. N 0.2519
5. H 0.1647

***

# 2
The following is a DFT calculation (the ωB97M-V functional and the def2-TZVPD basis) of 2 unconnected molecules or ions with the total composition CH4N2O2S in a non-equilibrium geometry.

Geometry (Å):
C1 -0.881 -0.434 0.968
N1 0.480 0.659 -1.162
N2 -0.465 -1.373 0.239
O1 0.362 1.426 2.040
O2 -0.506 -2.562 0.643
S1 -0.998 1.001 1.633
H1 1.129 0.624 -0.365
H2 0.049 1.579 -1.288
H3 -0.060 -1.256 -0.667
H4 0.891 0.337 -2.040

Values from the calculation:
Gap between HOMO and LUMO (alpha / beta) ... 0.3204 / 0.3204 hartree
Strongest force on any atom ... 3.1 eV/A
Energy above the lowest of the compared OMol25 structures with the same formula, charge and spin ... 463.6 kJ/mol
HOMO (alpha / beta) ... -9.566 / -9.567 eV

Here are the Löwdin charges for atoms 1 to 5, given in e:
1. C -0.3706
2. N -0.0010
3. N -0.1757
4. O -0.5689
5. O -0.0546

***

# 3
The following is a DFT calculation (the ωB97M-V functional and the def2-TZVPD basis) of a molecular structure, C30H25Br2CoN2O3PS5.

Geometry (Å):
Co1 1.205 -1.204 -0.324
Br1 -0.608 -2.983 1.945
C1 1.073 -2.147 1.366
Br2 3.609 -0.859 0.029
H1 1.817 -2.936 1.421
H2 1.279 -1.377 2.107
S1 -0.904 -0.736 -0.985
C2 -2.009 -2.044 -1.123
C3 -3.381 -1.707 -1.074
C4 -4.390 -2.644 -1.131
C5 -5.766 -2.215 -1.086
N1 -6.860 -1.864 -1.056
C6 -4.066 -4.008 -1.221
C7 -2.730 -4.362 -1.281
C8 -1.709 -3.416 -1.266
S2 -0.155 -4.234 -1.438
C9 -5.079 -5.024 -1.266
N2 -5.891 -5.839 -1.314
H3 -3.633 -0.659 -0.972
H4 -2.478 -5.413 -1.350
S3 1.630 0.996 4.407
P1 0.474 1.798 3.014
S4 0.890 1.594 1.081
C10 -1.255 1.256 3.310
C11 -1.849 1.498 4.549
C12 -3.146 1.080 4.796
C13 -3.858 0.401 3.811
C14 -3.266 0.151 2.582
C15 -1.969 0.585 2.328
C16 0.289 3.607 3.325
C17 -0.509 4.367 2.470
C18 -0.676 5.725 2.689
C19 -0.040 6.343 3.762
C20 0.760 5.593 4.609
C21 0.921 4.227 4.392
H5 -1.279 2.002 5.322
H6 -3.601 1.273 5.761
H7 -4.869 0.062 4.005
H8 -3.810 -0.392 1.819
H9 -1.501 0.399 1.368
H10 -0.979 3.884 1.622
H11 -1.298 6.306 2.018
H12 -0.167 7.407 3.931
H13 1.263 6.069 5.443
H14 1.539 3.620 5.044
C22 3.549 -3.797 -1.804
O1 2.276 -4.020 -1.176
C23 1.297 -3.185 -1.579
O2 1.498 -2.205 -2.272
H15 4.198 -4.576 -1.412
H16 3.933 -2.814 -1.543
H17 3.443 -3.892 -2.886
C24 3.232 2.271 -1.687
S5 1.708 1.448 -2.141
O3 0.808 2.496 -2.703
C25 2.340 0.548 -3.571
C26 3.505 -0.206 -3.538
C27 3.886 -0.916 -4.666
C28 3.102 -0.887 -5.814
C29 1.933 -0.139 -5.832
C30 1.550 0.582 -4.709
H18 3.653 2.759 -2.565
H19 3.901 1.537 -1.242
H20 2.939 2.993 -0.927
H21 4.086 -0.275 -2.627
H22 4.793 -1.508 -4.643
H23 3.398 -1.453 -6.689
H24 1.312 -0.121 -6.720
H25 0.647 1.179 -4.696

Values from the calculation:
Charge ... -2
2S+1 ... 2
Gap between HOMO and LUMO (alpha / beta) ... 0.2389 / 0.2402 hartree
Strongest force on any atom ... 0.9 eV/A
Energy above the lowest of the compared OMol25 structures with the same formula, charge and spin ... 0.0 kJ/mol
HOMO (alpha / beta) ... -2.517 / -2.534 eV

Here are the Löwdin charges for atoms 1 to 5, given in e:
1. Co -0.1495
2. Br 0.5399
3. C -0.6943
4. Br 0.2207
5. H -0.0260

***

# 4
The following is a DFT calculation (the ωB97M-V functional and the def2-TZVPD basis) of 2 unconnected molecules or ions with the total composition CH2Cl2FPS in a non-equilibrium geometry.

Geometry (Å):
C1 -0.993 -0.105 -0.031
F1 -1.606 -1.082 0.685
P1 0.870 -0.195 0.267
S1 1.771 -1.865 0.001
Cl1 1.246 0.833 1.912
Cl2 1.422 1.995 -1.928
H1 -1.299 -0.339 -1.158
H2 -1.411 0.758 0.253

Values from the calculation:
Gap between HOMO and LUMO (alpha / beta) ... 0.2421 / 0.2416 hartree
Strongest force on any atom ... 5.2 eV/A
Energy above the lowest of the compared OMol25 structures with the same formula, charge and spin ... 258.1 kJ/mol
HOMO (alpha / beta) ... -9.720 / -9.711 eV

Here are the Löwdin charges for atoms 1 to 5, given in e:
1. C -0.3964
2. F -0.0789
3. P 0.0041
4. S 0.3016
5. Cl 0.3341

***

# 5
The following is a DFT calculation (the ωB97M-V functional and the def2-TZVPD basis) of a molecular structure, N2P2S in a non-equilibrium geometry.

Geometry (Å):
N1 0.337 1.240 0.040
N2 0.281 -1.297 -0.055
P1 -1.255 1.183 -0.024
P2 -1.321 -1.010 0.025
S1 1.319 -0.030 0.004

Values from the calculation:
Gap between HOMO and LUMO ... 0.3103 hartree
Strongest force on any atom ... 2.2 eV/A
Energy above the lowest of the compared OMol25 structures with the same formula, charge and spin ... 85.1 kJ/mol
HOMO ... -9.344 eV

So, what does the Löwdin scheme give us? The charges, in e, come out as:
1. N -0.8567
2. N -0.7977
3. P 0.4813
4. P 0.4651
5. S 0.7080